# C25H29NO6

A cluster of 2 separate species, C25H29NO6 in total in a non-equilibrium geometry (ωB97M-V/def2-TZVPD, the Open Molecules 2025 dataset).

Output
net charge	0
energy relative to the best compared isomer or geometry (same formula, charge and spin)	562.2	kJ/mol
HOMO level	-0.3389	Eh
gap between HOMO and LUMO	8.7452	eV

Last columns: bonded neighbours and bond lengths (Å).
Geometry (Å):
1 C -0.437 5.569 -3.622  C2 1.567, H29 1.124, H30 1.116, H31 1.122
2 C -0.697 4.248 -2.821  C1 1.567, O3 1.208, O4 1.375
3 O 0.203 3.813 -2.143  C2 1.208
4 O -1.924 3.647 -2.979  C2 1.375, C5 1.472
5 C -2.328 2.938 -1.753  O4 1.472, C6 1.551, H32 1.111, H33 1.124
6 C -1.855 1.467 -1.880  C5 1.551, C7 1.536, H34 1.131, H35 1.130
7 C -1.761 0.536 -0.662  C6 1.536, C8 1.498, C18 1.441
8 C -1.363 -0.876 -0.966  C7 1.498, C9 1.573, C15 1.439
9 C -1.098 -1.278 -2.464  C8 1.573, C10 1.561, H36 1.122, H37 1.127
10 C -0.935 -2.815 -2.678  C9 1.561, O11 1.218, N12 1.433
11 O -1.949 -3.489 -2.657  C10 1.218
12 N 0.297 -3.497 -2.945  C10 1.433, C13 1.490, C14 1.489
13 C 0.578 -4.535 -1.914  N12 1.490, H38 1.117, H39 1.127, H40 1.128
14 C 1.472 -2.582 -2.975  N12 1.489, H41 1.122, H42 1.129, H43 1.122
15 C -1.207 -1.875 0.059  C8 1.439, C16 1.484, H44 1.118
16 C -1.390 -1.559 1.497  C15 1.484, C17 1.439, H45 1.117
17 C -1.756 -0.202 1.806  C16 1.439, C18 1.486, C27 1.572
18 C -1.955 0.813 0.739  C7 1.441, C17 1.486, C19 1.535
19 C -2.364 2.205 1.239  C18 1.535, O20 1.208, C21 1.577
20 O -3.322 2.877 0.939  C19 1.208
21 C -1.472 2.729 2.430  C19 1.577, C22 1.446, C26 1.479
22 C -0.898 4.055 2.471  C21 1.446, C23 1.465, H46 1.115
23 C -0.083 4.394 3.640  C22 1.465, C24 1.452, H47 1.117
24 C 0.071 3.416 4.702  C23 1.452, C25 1.463, H48 1.113
25 C -0.505 2.072 4.673  C24 1.463, C26 1.455, H49 1.116
26 C -1.287 1.721 3.497  C21 1.479, C25 1.455, C27 1.572
27 C -1.927 0.301 3.285  C17 1.572, C26 1.572, O28 1.201
28 O -2.501 -0.313 4.144  C27 1.201
29 H -0.768 5.446 -4.689  C1 1.124
30 H -0.866 6.473 -3.127  C1 1.116
31 H 0.675 5.713 -3.662  C1 1.122
32 H -1.927 3.538 -0.908  C5 1.111
33 H -3.451 2.958 -1.783  C5 1.124
34 H -2.518 0.960 -2.643  C6 1.131
35 H -0.840 1.478 -2.377  C6 1.130
36 H -0.256 -0.651 -2.862  C9 1.122
37 H -2.005 -0.971 -3.059  C9 1.127
38 H -0.251 -4.678 -1.179  C13 1.117
39 H 0.795 -5.539 -2.378  C13 1.127
40 H 1.499 -4.268 -1.320  C13 1.128
41 H 1.448 -1.985 -3.926  C14 1.122
42 H 1.467 -1.903 -2.074  C14 1.129
43 H 2.437 -3.153 -2.938  C14 1.122
44 H -0.931 -2.939 -0.144  C15 1.118
45 H -1.241 -2.330 2.292  C16 1.117
46 H -1.086 4.744 1.615  C22 1.115
47 H 0.389 5.406 3.658  C23 1.117
48 H 0.693 3.706 5.578  C24 1.113
49 H -0.347 1.328 5.491  C25 1.116
50 C 2.102 -3.004 2.029  C51 1.521, H54 1.094, H55 1.092, H56 1.092
51 C 3.166 -3.370 1.006  C50 1.521, C52 1.521, O53 1.428, H57 1.093
52 C 4.546 -3.430 1.641  C51 1.521, H58 1.094, H59 1.092, H60 1.092
53 O 3.167 -2.405 -0.046  C51 1.428, H61 0.965
54 H 2.297 -2.017 2.460  C50 1.094
55 H 1.119 -2.954 1.557  C50 1.092
56 H 2.064 -3.736 2.839  C50 1.092
57 H 2.926 -4.337 0.557  C51 1.093
58 H 4.825 -2.458 2.058  C52 1.094
59 H 5.301 -3.684 0.894  C52 1.092
60 H 4.582 -4.174 2.440  C52 1.092
61 H 3.378 -1.545 0.339  O53 0.965